The following is a quantum chemistry calculation of a cluster of 2 separate species, C4H12 in total, from the OMol25 dataset.

```
16
Properties=species:S:1:pos:R:3:forces:R:3
C -1.412406 -0.574698 1.539839 -0.4443 -1.0736 -0.5252
C -1.382380 0.894919 1.872554 0.3985 0.8683 -0.6720
H -0.499279 -1.157837 1.653219 0.3103 0.4256 0.2909
H -2.152165 -1.106168 2.129750 -0.2206 -0.0142 0.1878
H -1.709472 -0.765876 0.497919 0.0808 0.2920 0.1686
H -2.067671 1.439484 1.225743 -0.2371 -0.0403 -0.0743
H -0.413161 1.360620 1.649230 -0.0737 -0.2071 0.2751
H -1.685279 1.163401 2.877380 0.2036 -0.2521 0.3280
C 1.659961 -0.825311 -1.474446 -0.2677 -0.1445 -0.2470
C 1.126868 0.527915 -1.948839 0.2603 0.4486 -0.1186
H 1.760041 -0.882318 -0.392400 0.0020 0.0128 0.0181
H 1.021668 -1.655232 -1.790377 -0.0378 0.1309 0.0595
H 2.624316 -1.017696 -1.926888 0.3370 -0.0559 0.1159
H 1.678295 0.893803 -2.822192 -0.1593 -0.2128 -0.0050
H 0.072633 0.516299 -2.217024 -0.0629 -0.0778 0.0811
H 1.268717 1.310907 -1.201869 -0.0892 -0.0998 0.1172
```
Positions in Å, forces in eV/Å.

Summary:
**Charge**: 0
**SMILES**: CC.CC
**2S+1**: 1
**ΔE to the lowest compared entry with this formula, charge and spin**: 5.41 kcal/mol
**E_LUMO**: 0.042 hartree
**F_max**: 1.3 eV/A
**Frontier orbital gap**: 12.818 eV